Below is a 2-piece molecular cluster, C39H47N4 overall, with properties calculated with wB97M-V/def2-TZVPD.

```
90
Properties=species:S:1:pos:R:3:forces:R:3:lowdin_charge:R:1
C 6.485839 -0.422923 2.531896 0.273 -0.124 0.035 -0.06
C 5.173735 0.276115 2.747863 -0.284 0.060 0.011 -0.27
C 5.113331 1.670382 2.851007 -0.338 -0.383 -0.071 -0.01
C 3.889745 2.328458 3.000689 0.088 -0.513 -0.301 -0.20
C 3.891632 3.809330 3.178483 0.137 0.701 -0.064 -0.05
C 2.699911 1.575057 3.018338 0.575 0.137 0.764 -0.12
N 1.473781 2.243515 3.304275 -0.069 0.052 -0.603 0.02
C 0.260912 1.982838 2.694298 -0.422 -1.716 -0.794 -0.28
C 0.012526 1.179751 1.598215 0.446 1.147 0.460 0.00
N -0.711219 2.485603 3.553331 -0.305 0.115 -0.322 0.01
C -2.057982 2.034705 3.438954 0.019 -0.413 -0.398 -0.14
C -2.490614 0.998558 4.273709 -0.420 -0.147 -0.598 -0.18
C -1.656721 0.555477 5.428059 0.090 -0.467 0.607 -0.03
C -3.665694 0.318077 3.927272 0.247 0.467 0.145 0.00
C -4.409314 0.679785 2.800900 0.253 0.221 -0.142 -0.26
C -5.681627 -0.060021 2.491112 -0.214 -0.136 -0.045 -0.06
C -3.947166 1.723464 1.982287 0.054 -0.105 0.303 0.00
C -2.769733 2.416258 2.297453 -0.241 -0.373 0.279 -0.22
C -2.207547 3.483523 1.415879 -0.264 0.462 -0.436 -0.04
C -0.096163 3.035517 4.660037 0.887 0.541 0.480 -0.05
C 1.237574 2.954564 4.476866 -0.599 -0.083 1.000 -0.05
C 2.751664 0.175445 3.064049 0.566 -0.119 0.022 -0.19
C 1.571817 -0.653745 3.449056 -0.298 -0.803 -0.085 -0.05
C 3.992041 -0.458275 2.885413 -0.101 0.385 -0.151 0.00
H 6.349673 -1.502973 2.437757 -0.009 0.116 0.002 0.07
H 6.988023 -0.068702 1.625654 -0.108 -0.015 0.082 0.08
H 7.178831 -0.252195 3.362672 -0.114 0.023 -0.062 0.08
H 6.039276 2.250735 2.817678 -0.285 -0.113 0.009 0.13
H 2.888433 4.224831 3.272577 0.211 0.027 -0.129 0.06
H 4.461977 4.087836 4.075577 -0.169 -0.074 -0.131 0.10
H 4.389721 4.308116 2.338768 -0.092 -0.100 0.083 0.09
H -1.015170 1.071632 1.262417 0.465 -0.263 -0.006 0.04
H 0.864805 0.722987 1.098034 -0.416 0.196 -0.092 0.05
H -2.190208 -0.214558 5.993292 0.034 0.102 -0.043 0.08
H -0.708693 0.097136 5.105887 -0.233 0.352 0.019 0.07
H -1.436275 1.372400 6.127411 0.023 -0.272 -0.232 0.08
H -3.984666 -0.525734 4.545641 0.012 0.293 -0.157 0.12
H -6.135889 0.279451 1.557948 0.071 -0.007 0.058 0.07
H -5.512608 -1.139803 2.415290 0.050 0.130 -0.019 0.08
H -6.423103 0.075990 3.286204 0.123 0.059 -0.094 0.09
H -4.493533 1.983687 1.066878 0.132 -0.037 0.429 0.12
H -2.937319 3.775252 0.657572 -0.050 0.024 0.067 0.08
H -1.941949 4.381347 1.984634 0.002 -0.183 -0.061 0.09
H -1.313120 3.139610 0.886959 -0.029 0.072 0.163 0.05
H -0.646976 3.430363 5.502631 0.065 0.145 -0.339 0.13
H 2.045515 3.309051 5.098275 -0.172 -0.155 -0.033 0.12
H 1.821510 -1.714193 3.357124 0.132 0.054 0.187 0.08
H 1.260504 -0.481127 4.487250 0.148 0.128 -0.179 0.08
H 0.702567 -0.503978 2.805586 0.101 0.128 0.229 0.05
H 4.026621 -1.554255 2.890760 0.019 0.436 0.006 0.12
C 3.331391 2.842498 -2.900086 0.021 -0.635 -0.217 -0.05
N 1.946460 2.879161 -3.337633 -0.205 0.194 0.223 -0.22
C 1.628832 3.943986 -4.274185 -0.229 -0.018 0.104 -0.05
C 1.077595 1.814804 -3.136300 -0.245 -0.349 0.164 -0.20
C -0.152067 2.016910 -2.441798 0.034 -0.042 -0.339 0.02
C -0.973144 0.948176 -2.138963 0.062 -0.102 -0.089 0.00
C -0.689368 -0.371900 -2.610972 0.738 0.545 0.155 -0.20
C -1.577485 -1.432604 -2.321657 -0.086 -0.386 -0.801 0.11
C -1.794834 -2.579473 -3.131337 -0.036 -0.365 -0.167 -0.19
C -2.569890 -3.669692 -2.618311 0.307 0.052 0.101 0.01
C -2.695882 -4.856544 -3.307461 0.244 0.123 0.004 0.01
C -2.139280 -4.999391 -4.607342 0.314 0.027 0.307 -0.21
N -2.240094 -6.211594 -5.267764 -0.346 -0.165 0.207 -0.22
C -2.893681 -6.347484 -6.550583 0.267 0.492 -0.455 -0.05
C -1.558155 -7.410534 -4.816245 -0.013 -0.104 0.295 -0.05
C -1.468413 -3.892304 -5.190617 -0.274 0.248 0.211 0.03
C -1.291407 -2.723945 -4.467643 -0.050 -0.141 -0.089 0.00
C 0.541767 -0.557689 -3.313793 0.054 0.170 -0.176 -0.01
C 1.408574 0.495024 -3.553059 -0.122 0.187 0.259 0.02
H 3.406612 2.357121 -1.920985 -0.009 0.100 -0.173 0.10
H 3.987459 2.314653 -3.605457 0.085 0.114 0.066 0.09
H 3.671277 3.877998 -2.813771 0.033 -0.208 0.060 0.09
H 0.547466 4.112294 -4.305086 0.196 0.052 -0.029 0.09
H 2.140342 4.848512 -3.933792 -0.258 0.019 -0.150 0.09
H 1.979896 3.711999 -5.295110 -0.107 0.028 0.226 0.10
H -0.406695 3.029642 -2.108832 0.134 -0.477 -0.084 0.13
H -1.886749 1.104446 -1.563013 0.266 0.032 -0.067 0.12
H -2.174595 -1.361639 -1.410229 -0.031 0.125 -0.221 0.14
H -3.036895 -3.556570 -1.638578 0.115 -0.065 -0.220 0.13
H -3.254955 -5.693656 -2.884409 0.178 0.291 -0.140 0.13
H -3.751690 -5.668808 -6.619120 0.178 -0.150 -0.019 0.10
H -2.213888 -6.150192 -7.391622 -0.169 -0.096 -0.050 0.09
H -3.246352 -7.382138 -6.624183 -0.036 0.292 -0.112 0.09
H -1.410650 -7.401549 -3.731044 -0.023 -0.012 -0.195 0.09
H -2.174367 -8.272298 -5.097684 0.191 0.060 0.279 0.09
H -0.574641 -7.532955 -5.304777 -0.229 0.112 0.157 0.10
H -1.043822 -4.001654 -6.193634 -0.235 0.123 0.381 0.13
H -0.751182 -1.898058 -4.932569 -0.294 -0.282 0.122 0.11
H 0.824289 -1.552427 -3.658192 -0.035 0.278 0.240 0.12
H 2.339507 0.343517 -4.112090 -0.373 -0.038 0.377 0.13
```
Positions in Å, forces in eV/Å.

Summary:
Frontier orbital gap = 3.21 eV
Highest occupied orbital energy = -8.23 eV
ΔE to the lowest compared entry with this formula, charge and spin = 109.23 kJ/mol
Net charge = +1
DFT total energy = -47157.94801 eV